C14H16O | wB97M-V/def2-TZVPD

Structure (SMILES): Cc1ccc(O)cc1.Cc1ccccc1
Relative energy (zero: lowest compared OMol25 entry of this formula, charge and spin) in kJ/mol: 258.8
Frontier orbital gap in eV: 8.869

CARTESIAN COORDINATES (ANGSTROEM)
C  -2.1867  3.2805  -0.9189
C  -1.6101  2.0362  -0.3626
C  -0.8143  1.9548  0.8481
C  -0.5922  0.7869  1.5369
C  -1.0274  -0.3853  1.0011
O  -1.0814  -1.4937  1.8399
C  -1.6193  -0.4487  -0.2574
C  -2.0425  0.7575  -0.7522
H  -2.8841  3.7108  -0.2515
H  -2.4198  3.2007  -1.9022
H  -1.5010  4.1466  -1.0787
H  -0.4460  2.8602  1.4353
H  -0.2947  0.9118  2.5320
H  -0.1851  -1.5673  2.4614
H  -1.8999  -1.4690  -0.6973
H  -2.8520  0.7165  -1.4656
C  0.5428  -3.0416  -0.0705
C  1.3642  -1.8657  -0.4199
C  2.3700  -1.3817  0.4620
C  2.6267  -0.0126  0.4637
C  2.2626  0.7859  -0.6152
C  1.4552  0.2335  -1.5786
C  0.9423  -1.0586  -1.5038
H  0.3395  -3.7240  -0.9044
H  -0.4761  -2.7667  0.1670
H  0.9470  -3.6808  0.7243
H  2.7993  -1.9039  1.3887
H  3.2631  0.3825  1.3254
H  2.6378  1.7695  -0.7293
H  1.3571  0.7605  -2.4452
H  0.2377  -1.2444  -2.2751

Cartesian forces (eV/Å) of the 2 atoms listed first:
2.638 1.560 1.533
1.325 -1.992 2.852

Löwdin population analysis, charges in e, atoms 1 to 8: atom 1 (C): -0.06, atom 2 (C): -0.24, atom 3 (C): -0.03, atom 4 (C): -0.06, atom 5 (C): -0.35, atom 6 (O): -0.04, atom 7 (C): -0.05, atom 8 (C): -0.06

C14H16O | wB97M-V/def2-TZVPD

2S+1: 2
Total charge: +1
Relative energy (zero: lowest compared OMol25 entry of this formula, charge and spin) in kJ/mol: 276.9
Frontier orbital gap (spin up / spin down) in eV: 7.361 / 3.305

CARTESIAN COORDINATES (ANGSTROEM)
C  2.2404  3.5445  1.3600
C  1.3105  0.1342  -0.0264
C  2.5371  -0.3027  -0.4748
C  1.1841  1.3622  0.6150
C  2.2802  2.1760  0.7934
C  3.6502  0.5933  -0.4123
C  3.5512  1.7790  0.2672
O  2.8436  -1.4866  -1.1030
H  0.4380  -0.4376  -0.1287
H  0.1891  1.6770  1.0171
H  4.4706  0.1223  -0.8826
H  3.5070  -2.1183  -0.5655
H  1.3827  3.4956  2.0293
H  2.2494  4.3171  0.5501
H  4.4883  2.3146  0.4584
H  3.0821  3.8519  1.9217
C  -2.4266  -0.1582  -2.3297
C  -3.3198  -0.4917  1.3855
C  -3.1845  -0.0431  0.0924
C  -3.2462  -1.8830  1.5452
C  -2.7047  -0.7339  -0.9800
C  -2.7829  -2.7377  0.4558
C  -2.4708  -2.1404  -0.8129
H  -3.7901  0.1251  2.1494
H  -3.4428  0.9393  -0.0378
H  -3.3011  -2.4310  2.4460
H  -2.4600  -3.8379  0.5892
H  -1.5100  0.5357  -2.2689
H  -3.2743  0.4369  -2.5674
H  -2.0657  -2.9137  -1.5584
H  -2.4213  -0.7756  -3.1995

Cartesian forces (eV/Å) of the 2 atoms listed first:
-1.503 -0.488 -0.252
-1.420 1.223 0.887

Löwdin population analysis, charges in e, atoms 1 to 8: atom 1 (C): 0.00, atom 2 (C): 0.07, atom 3 (C): -0.21, atom 4 (C): 0.04, atom 5 (C): -0.19, atom 6 (C): 0.05, atom 7 (C): 0.04, atom 8 (O): 0.08

C14H16O2 | wB97M-V/def2-TZVPD

Structure (SMILES): Cc1ccc(O)cc1.Cc1ccc(O)cc1
Relative energy (zero: lowest compared OMol25 entry of this formula, charge and spin) in kJ/mol: 34.8
Frontier orbital gap in eV: 9.147

CARTESIAN COORDINATES (ANGSTROEM)
C  0.7632  -0.7485  4.0116
C  -0.2927  -1.2474  3.0790
C  -1.6143  -0.8186  3.1595
C  -2.5485  -1.1553  2.1946
C  -2.1354  -1.8752  1.0876
O  -3.0043  -2.2197  0.0943
C  -0.8242  -2.2974  0.9623
C  0.0531  -2.0702  2.0072
H  1.0370  0.2944  3.9061
H  1.7015  -1.2798  3.8566
H  0.5195  -0.8942  5.0677
H  -1.8817  -0.2664  4.0618
H  -3.5664  -0.7946  2.2432
H  -3.7081  -1.5531  -0.0232
H  -0.5397  -2.8925  0.1000
H  1.0905  -2.3914  1.9465
C  2.4805  -0.5199  -2.2684
C  1.4995  0.6247  -2.2953
C  1.5338  1.5315  -3.3638
C  0.6760  2.6107  -3.3850
C  -0.2252  2.7834  -2.3372
O  -1.0831  3.8718  -2.2945
C  -0.3299  1.8535  -1.3273
C  0.5626  0.7768  -1.2833
H  3.5238  -0.1977  -2.2898
H  2.3642  -1.1463  -3.1528
H  2.3570  -1.1156  -1.3676
H  2.3465  1.3685  -4.0630
H  0.7074  3.3422  -4.1892
H  -0.7349  4.5424  -2.8895
H  -1.1047  1.9795  -0.5777
H  0.3771  -0.0954  -0.6702

Cartesian forces (eV/Å) of the 2 atoms listed first:
0.544 -0.529 0.797
-0.121 0.029 -0.533

Löwdin population analysis, charges in e, atoms 1 to 8: atom 1 (C): -0.06, atom 2 (C): -0.29, atom 3 (C): -0.05, atom 4 (C): -0.02, atom 5 (C): -0.34, atom 6 (O): 0.04, atom 7 (C): -0.03, atom 8 (C): -0.05

C14H16O2 | wB97M-V/def2-TZVPD

Structure (SMILES): Cc1ccc(O)cc1.Cc1ccc(O)cc1
Relative energy (zero: lowest compared OMol25 entry of this formula, charge and spin) in kJ/mol: 362.8
Frontier orbital gap in eV: 9.025

CARTESIAN COORDINATES (ANGSTROEM)
C  -4.6733  -1.3164  4.0633
C  -3.8783  -1.0326  2.7878
C  -3.2109  -1.8704  1.9515
C  -2.2024  -1.4477  1.0888
C  -2.0448  0.0213  0.8883
O  -0.9663  0.3898  0.1514
C  -2.8257  0.9638  1.5555
C  -3.6031  0.3292  2.5005
H  -4.3008  -1.0269  5.0302
H  -4.4639  -2.4002  4.2474
H  -5.7156  -1.1099  3.5669
H  -3.3048  -2.9486  2.1292
H  -1.6406  -2.0149  0.2931
H  -0.7210  -0.2823  -0.5505
H  -3.0510  2.0025  1.1796
H  -4.3962  0.8826  3.1537
C  4.0169  1.6171  -4.2732
C  3.6110  1.1385  -2.9591
C  4.1574  -0.0333  -2.3924
C  3.6822  -0.6956  -1.1660
C  2.5647  -0.1814  -0.5477
O  1.9137  -0.7564  0.5383
C  2.0387  1.0618  -1.1159
C  2.4674  1.6641  -2.3739
H  4.4468  0.7928  -4.9212
H  4.7958  2.4162  -4.1594
H  3.2527  1.8344  -4.8821
H  5.0731  -0.4433  -2.8408
H  4.1239  -1.5253  -0.6746
H  1.5582  -0.0456  1.1127
H  1.3657  1.5507  -0.6267
H  1.9305  2.4659  -2.7545

Cartesian forces (eV/Å) of the 2 atoms listed first:
-0.837 -2.657 -3.302
2.361 3.215 0.634

Löwdin population analysis, charges in e, atoms 1 to 8: atom 1 (C): -0.06, atom 2 (C): -0.33, atom 3 (C): -0.09, atom 4 (C): 0.01, atom 5 (C): -0.31, atom 6 (O): 0.00, atom 7 (C): -0.02, atom 8 (C): -0.08

C14H17B2F2O4 | wB97M-V/def2-TZVPD

Total charge: -1
Frontier orbital gap in eV: 5.589

CARTESIAN COORDINATES (ANGSTROEM)
O  -1.6983  3.4833  5.1352
B  -1.7306  2.1480  4.7027
O  -2.9968  1.7529  4.1904
B  -0.4009  1.0365  4.6027
O  0.9068  1.5087  5.1585
C  1.5104  2.3330  4.2023
C  0.7118  2.1523  2.8891
O  -0.1039  1.0368  3.0984
H  -2.0441  4.0357  4.4308
H  -2.8861  1.6160  3.2479
H  -0.6912  -0.1130  4.9349
H  1.4459  3.3695  4.5680
H  2.5732  2.1016  4.0450
H  1.3245  1.9355  2.0117
H  0.1719  3.0953  2.6744
F  2.4847  1.4984  0.3048
C  2.4542  0.4939  -0.5841
C  2.6475  0.7645  -1.9239
C  2.6070  -0.2909  -2.8229
C  2.3696  -1.5832  -2.3775
C  2.1761  -1.8246  -1.0239
C  2.2192  -0.7821  -0.1115
H  2.8202  1.7820  -2.2470
H  2.7554  -0.1042  -3.8785
H  2.3306  -2.4009  -3.0855
H  1.9842  -2.8307  -0.6741
H  2.0665  -0.9376  0.9486
F  -0.5890  0.0328  -2.9214
C  -1.3389  -1.0372  -3.2316
C  -1.9795  -1.0776  -4.4535
C  -2.7473  -2.1908  -4.7631
C  -2.8686  -3.2333  -3.8557
C  -2.2156  -3.1642  -2.6322
C  -1.4391  -2.0614  -2.3116
H  -1.8751  -0.2497  -5.1416
H  -3.2535  -2.2417  -5.7181
H  -3.4720  -4.0971  -4.1006
H  -2.3121  -3.9722  -1.9195
H  -0.9171  -1.9841  -1.3674

Cartesian forces (eV/Å) of the 2 atoms listed first:
0.685 -0.146 -0.017
-0.155 -0.199 0.495

Löwdin population analysis, charges in e, atoms 1 to 8: atom 1 (O): 0.10, atom 2 (B): -0.50, atom 3 (O): 0.06, atom 4 (B): -0.58, atom 5 (O): -0.09, atom 6 (C): -0.23, atom 7 (C): -0.24, atom 8 (O): -0.12

C14H17BBeF6N6O | wB97M-V/def2-TZVPD

Frontier orbital gap in eV: 9.319

CARTESIAN COORDINATES (ANGSTROEM)
H  2.4291  0.1728  1.9683
N  1.7986  -0.8014  0.2095
B  1.6553  -1.9575  -1.9705
N  2.3789  -1.7358  -0.6142
C  3.5822  -2.0992  -0.1320
Be  0.0152  0.0429  -0.3595
H  4.1794  -2.8244  -0.6628
C  3.7932  -1.3650  1.0300
H  4.6535  -1.3911  1.6587
C  2.6597  -0.5553  1.2028
H  2.2441  -2.7321  -2.6586
C  -1.9300  1.6721  -1.1731
H  -1.8933  2.5266  -0.4837
H  -2.9290  1.2142  -1.1628
H  -1.6933  2.0131  -2.1908
N  1.5156  -0.4961  -2.5120
N  0.1900  -2.3299  -1.6491
N  0.9010  0.4646  -1.7044
N  -0.5956  -1.4370  -0.9158
C  1.9591  0.0673  -3.6436
C  -0.5737  -3.3379  -2.0963
H  2.4382  -0.5588  -4.3891
H  -0.1314  -4.1149  -2.7090
C  1.6534  1.4373  -3.5873
C  -1.8739  -3.1101  -1.6593
C  1.0250  1.6457  -2.3626
C  -1.8449  -1.9266  -0.9215
H  1.8417  2.1754  -4.3422
H  -2.7403  -3.7046  -1.8674
H  0.6363  2.5406  -1.8983
H  -2.6345  -1.4095  -0.3946
H  -1.1724  0.8784  -0.8667
C  -1.6923  2.0598  2.3233
C  -0.8272  0.8225  2.1573
O  -0.1036  0.7741  1.0025
C  0.2175  0.8073  3.3388
F  -0.3184  1.1222  4.5472
F  0.8162  -0.4094  3.4683
F  1.2017  1.7233  3.0829
C  -1.7517  -0.4322  2.3615
F  -2.2564  -0.5165  3.6242
F  -2.8382  -0.3466  1.5202
F  -1.1204  -1.6031  2.0936
H  -1.0609  2.9515  2.2336
H  -2.1674  2.0471  3.3098
H  -2.4614  2.0818  1.5463

Cartesian forces (eV/Å) of the 2 atoms listed first:
0.130 -0.244 -0.285
0.756 -0.769 0.159

Löwdin population analysis, charges in e, atoms 1 to 8: atom 1 (H): 0.09, atom 2 (N): 0.06, atom 3 (B): -0.45, atom 4 (N): -0.02, atom 5 (C): -0.07, atom 6 (Be): 0.02, atom 7 (H): 0.12, atom 8 (C): -0.06